[1]
This record from OMol25 describes 2 unconnected molecules or ions with the total composition C2H8N2O2 in a non-equilibrium geometry. The level of theory is the ωB97M-V functional and the def2-TZVPD basis.

The relative energy (zero: lowest compared OMol25 entry of this formula, charge and spin) comes out at 426.5 kJ/mol. The calculation puts the HOMO-LUMO gap at 9.99 eV. The value obtained for the largest force on an atom is 3.8 eV/Å.

Bonds (Å) are listed after each position.
Atoms and positions in Å:
1 C -1.8791 0.3793 -0.4238  C2 1.503, H4 1.094, H5 1.092, H6 1.092
2 C -1.0269 -0.8583 -0.4435  C1 1.503, O3 1.264, H7 1.104
3 O -0.9946 -1.6641 0.5302  C2 1.264
4 H -1.4472 1.1363 -1.0845  C1 1.094
5 H -2.8825 0.1283 -0.7737  C1 1.092
6 H -1.9425 0.7748 0.5916  C1 1.092
7 H -0.7660 -1.2161 -1.4544  C2 1.104
8 N 1.0756 1.0917 0.8653  N9 1.407, H11 1.021, H12 1.021
9 N 1.1246 -0.1590 0.2219  N8 1.407, O10 1.447, H13 1.088
10 O 2.4971 -0.4801 -0.1050  N9 1.447, H14 0.974
11 H 1.7089 1.7502 0.4102  N8 1.021
12 H 1.3864 1.0033 1.8338  N8 1.021
13 H 0.7229 -0.9817 0.8102  N9 1.088
14 H 2.4233 -0.9045 -0.9784  O10 0.974

=====

[2]
This record from OMol25 describes 4 unconnected molecules or ions with the total composition C5H11NO. The level of theory is the ωB97M-V functional and the def2-TZVPD basis.

The relative energy (zero: lowest compared OMol25 entry of this formula, charge and spin) comes out at 455.9 kJ/mol. The calculation puts the HOMO-LUMO gap at 9.42 eV. The value obtained for the largest force on an atom is 0.4 eV/Å.

Bonds (Å) are listed after each position.
Atoms and positions in Å:
1 C 1.7256 0.9948 -0.3954  C2 1.378, H8 1.086, H10 1.091
2 C 1.0025 0.0932 -1.1454  C1 1.378, H11 1.085, H12 1.085
3 C -0.6545 -0.7432 0.0310  C4 1.503, N5 1.321, H13 1.090
4 C 0.0152 -1.9723 0.5787  C3 1.503, H14 1.094, H15 1.096, H16 1.093
5 N -1.0628 0.1627 0.9010  C3 1.321, C6 1.403
6 C -2.0300 1.0756 0.4534  N5 1.403, O7 1.209, H18 1.105
7 O -2.8176 0.8857 -0.4444  C6 1.209
8 H 1.6607 2.0602 -0.5968  C1 1.086
9 H 0.8261 1.3640 0.8870  no bonds
10 H 2.6143 0.6750 0.1497  C1 1.091
11 H 0.3342 0.4707 -1.9128  C2 1.085
12 H 1.3696 -0.9212 -1.2601  C2 1.085
13 H -1.1887 -0.8108 -0.9167  C3 1.090
14 H 0.3253 -2.6597 -0.2136  C4 1.094
15 H 0.8900 -1.7146 1.1871  C4 1.096
16 H -0.7052 -2.4775 1.2272  C4 1.093
17 H 0.1125 1.0232 1.2366  no bonds
18 H -2.0412 2.0014 1.0556  C6 1.105

=====

[3]
This record from OMol25 describes 2 unconnected molecules or ions with the total composition C5H16N2O. The level of theory is the ωB97M-V functional and the def2-TZVPD basis.

The relative energy (zero: lowest compared OMol25 entry of this formula, charge and spin) comes out at 100.0 kJ/mol. The calculation puts the HOMO-LUMO gap at 8.75 eV. The value obtained for the largest force on an atom is 0.6 eV/Å.

Bonds (Å) are listed after each position.
Atoms and positions in Å:
1 C 2.6201 2.0328 0.2835  N2 1.455, H8 1.095, H9 1.091, H10 1.089
2 N 2.1991 0.7069 0.7114  C1 1.455, C3 1.457, H11 1.007
3 C 0.9584 0.1424 0.1978  N2 1.457, C4 1.522, H12 1.089, H13 1.082
4 C -0.0291 -0.2282 1.2958  C3 1.522, C5 1.527, H14 1.099, H15 1.092
5 C -1.3164 -0.8313 0.7392  C4 1.527, C6 1.531, H16 1.089, H17 1.096
6 C -1.0682 -2.0614 -0.1384  C5 1.531, N7 1.454, H18 1.099, H19 1.089
7 N -2.1601 -3.0217 -0.1553  C6 1.454, H20 1.014, H21 1.006
8 H 2.7136 2.7119 1.1372  C1 1.095
9 H 3.6105 1.9925 -0.1733  C1 1.091
10 H 1.9220 2.4451 -0.4437  C1 1.089
11 H 2.2666 0.5859 1.7090  N2 1.007
12 H 1.2061 -0.6746 -0.4781  C3 1.089
13 H 0.4421 0.8586 -0.4269  C3 1.082
14 H -0.2312 0.7155 1.8224  C4 1.099
15 H 0.3810 -0.9238 2.0311  C4 1.092
16 H -1.8292 -0.0741 0.1488  C5 1.089
17 H -1.9868 -1.1391 1.5502  C5 1.096
18 H -0.9126 -1.7274 -1.1739  C6 1.099
19 H -0.1504 -2.5795 0.1359  C6 1.089
20 H -2.7059 -3.0144 0.6989  N7 1.014
21 H -2.7215 -2.9315 -0.9854  N7 1.006
22 O -0.7202 2.4959 -2.3905  H23 0.958, H24 0.958
23 H -0.9893 3.4018 -2.2312  O22 0.958
24 H -1.4406 2.0435 -2.8320  O22 0.958

=====

- What is the relative energy (zero: lowest compared OMol25 entry of this formula, charge and spin) in the first record?
  426.5 kJ/mol

=====

- The highest relative energy (zero: lowest compared OMol25 entry of this formula, charge and spin) belongs to which entry?
  C5H11NO